Entry P
Formula: H14O7
Source: OMol25
Level of theory: ωB97M-V with the def2-TZVPD basis set

Each line ends with the natural charge from an NBO analysis.
Element x y z (Å)
O 1.6957 0.8608 1.2731  -0.967
H 1.3873 1.7704 1.3615  0.498
H 1.9969 0.4446 2.0789  0.479
O -0.7409 2.2871 0.5180  -0.950
H -1.2654 1.4739 0.6209  0.485
H -0.4107 2.2183 -0.4194  0.466
O -2.0175 -1.5977 -0.1255  -0.963
H -1.7745 -2.4852 -0.1398  0.483
H -2.2513 -1.2253 -0.9956  0.490
O 5.0594 -1.0188 -0.3243  -0.954
H 5.5060 -1.3095 0.5240  0.484
H 4.5851 -1.7538 -0.7108  0.472
O -0.6035 -0.5775 2.3612  -0.983
H -0.8519 -1.0204 1.4555  0.489
H 0.0829 0.0200 2.1117  0.472
O 1.5092 -0.7707 -1.0045  -0.935
H 1.3989 0.0299 -1.7091  0.459
H 2.5515 -0.7347 -0.9390  0.475
O -5.3396 0.9851 -2.3409  -0.944
H -4.6307 1.5982 -2.0420  0.471
H -5.8869 0.8056 -1.5538  0.474

Its gap between HOMO and LUMO is 10.643 eV. The total charge is 0. The calculation puts the HOMO energy at -10.51 eV. The structure (SMILES) is O.O.O.O.O.O.O.

***

Entry Q
Formula: H14O7
Source: OMol25
Level of theory: ωB97M-V with the def2-TZVPD basis set

Each line ends with the natural charge from an NBO analysis.
Element x y z (Å)
O -1.0658 2.5543 1.2702  -0.940
H -0.2224 2.7205 0.8811  0.474
H -0.9302 1.7987 1.8390  0.463
O 0.4152 1.1340 -1.9632  -0.955
H 1.0742 0.6073 -1.5438  0.477
H 1.0154 1.7283 -2.3957  0.464
O -1.7946 -3.0794 -1.9471  -0.932
H -1.9201 -2.3937 -1.2820  0.473
H -2.6200 -3.4317 -1.9150  0.448
O 1.0172 -0.6779 0.4798  -0.986
H 0.9606 -0.3218 1.3699  0.497
H 0.1213 -0.9078 0.2959  0.496
O -1.7092 -0.9739 0.0682  -0.971
H -1.8338 -0.0976 -0.3277  0.507
H -2.5134 -1.1392 0.5712  0.489
O 2.8544 -0.4699 -1.5013  -0.977
H 2.2542 -0.6360 -0.7565  0.496
H 2.4734 -0.8516 -2.2772  0.467
O 0.8891 1.1155 2.9186  -0.962
H 1.4222 1.9327 2.7622  0.491
H 0.1123 1.3891 3.4534  0.480

Its gap between HOMO and LUMO is 10.840 eV. The total charge is 0. The calculation puts the HOMO energy at -10.87 eV. The structure (SMILES) is O.O.O.O.O.O.O.

***

Entry R
Formula: H14O7
Source: OMol25
Level of theory: ωB97M-V with the def2-TZVPD basis set

Each line ends with the natural charge from an NBO analysis.
Element x y z (Å)
O -0.7302 2.3610 -0.3847  -0.969
H 0.0381 1.8132 -0.1291  0.460
H -1.2737 1.7705 -0.9407  0.497
O -2.5418 0.2706 -1.2358  -1.002
H -3.4644 0.3698 -1.2523  0.490
H -2.2638 -0.0385 -0.3584  0.517
O -1.2393 -0.6186 0.9905  -0.980
H -0.3089 -0.6272 0.6128  0.499
H -1.0539 -0.4947 1.9536  0.499
O 0.8719 1.8220 1.9515  -1.086
H 0.4059 2.4533 1.3439  0.548
H 1.2785 0.9477 2.0578  0.529
O 1.1640 -2.4020 -0.2374  -1.030
H 2.0641 -2.7315 -0.1191  0.509
H 0.6295 -2.0424 -0.9955  0.546
O 2.3798 -0.4557 1.0192  -1.130
H 2.0387 -1.2089 0.4490  0.542
H 2.5782 0.4573 1.2384  0.528
O -0.0786 -0.8591 -1.9054  -0.997
H -1.0133 -0.6622 -1.8263  0.522
H 0.5191 -0.1246 -2.2320  0.508

Its gap between HOMO and LUMO is 11.433 eV. The total charge is 0. The calculation puts the HOMO energy at -11.10 eV. The structure (SMILES) is O.O.O.O.O.O.O.

***

Entry S
Formula: H14O7
Source: OMol25
Level of theory: ωB97M-V with the def2-TZVPD basis set

Each line ends with the natural charge from an NBO analysis.
Element x y z (Å)
O 4.9769 -15.7068 -13.1584  -0.941
H 4.4936 -15.8109 -13.9781  0.468
H 4.6861 -16.4384 -12.6138  0.473
O 8.8369 -15.9767 -12.3416  -0.946
H 7.9745 -15.8303 -11.9530  0.471
H 8.9138 -15.3021 -13.0163  0.475
O 4.3884 -16.8344 -9.1549  -0.940
H 4.2691 -15.8866 -9.0949  0.467
H 3.5386 -17.1653 -9.4458  0.473
O 7.6116 -19.7368 -12.5195  -0.937
H 7.1153 -19.7754 -13.3370  0.461
H 7.7405 -18.8016 -12.3609  0.476
O 0.1916 -13.2150 -13.1812  -0.936
H 0.2685 -12.4625 -12.5946  0.469
H 0.8237 -13.8490 -12.8425  0.468
O 0.7585 -17.4043 -10.9894  -0.945
H -0.0133 -17.5242 -10.4360  0.473
H 0.4301 -17.5001 -11.8833  0.471
O 8.1043 -15.4920 -16.4689  -0.936
H 8.4640 -15.7205 -17.3260  0.469
H 7.5318 -16.2258 -16.2454  0.467

Its gap between HOMO and LUMO is 11.292 eV. The total charge is 0. The calculation puts the HOMO energy at -11.29 eV. The structure (SMILES) is O.O.O.O.O.O.O.

***

Relative energies, in eV, with the most stable structure set to zero: entry P 1.076; entry Q 0.000; entry R 1.903; entry S 0.425.

***

Entry P
Formula: H14O7
Source: OMol25
Level of theory: ωB97M-V with the def2-TZVPD basis set

Each line ends with the natural charge from an NBO analysis.
Element x y z (Å)
O 2.4115 -0.6016 -3.2777  -0.925
H 2.5174 -1.0278 -2.4226  0.462
H 1.8638 -1.2020 -3.7921  0.463
O -1.9727 -0.7811 1.3586  -0.961
H -1.7031 -1.5368 0.8119  0.485
H -2.9318 -0.7460 1.2858  0.475
O -2.1400 2.8036 1.8235  -0.935
H -1.6874 2.3328 1.1184  0.466
H -1.4975 3.4472 2.1358  0.470
O -1.0318 -3.2267 0.2463  -0.964
H -0.3377 -3.8630 0.0486  0.489
H -1.5651 -3.6580 0.9236  0.486
O 1.6134 0.3922 2.3607  -0.950
H 1.6303 0.2278 1.4105  0.482
H 2.0930 1.2169 2.4779  0.465
O 0.1807 0.1034 -0.3411  -0.978
H -0.6326 0.2393 0.1709  0.502
H 0.1994 -0.8469 -0.4912  0.474
O 1.3881 2.2600 -1.9615  -0.953
H 0.8364 1.5150 -1.6846  0.489
H 0.7657 2.9517 -2.2017  0.458

Its gap between HOMO and LUMO is 10.568 eV. The total charge is 0. The calculation puts the HOMO energy at -10.67 eV. The structure (SMILES) is O.O.O.O.O.O.O.

***

Entry Q
Formula: H14O7
Source: OMol25
Level of theory: ωB97M-V with the def2-TZVPD basis set

Each line ends with the natural charge from an NBO analysis.
Element x y z (Å)
O 0.1486 0.5465 0.6130  -0.930
H 0.7367 -0.0040 0.0838  0.465
H 0.2605 0.2137 1.5106  0.465
O 0.2693 -2.9695 -1.9766  -0.937
H 1.1031 -2.8029 -2.4305  0.473
H 0.0171 -2.1079 -1.6258  0.463
O 3.2753 -3.4387 -1.0575  -0.945
H 3.5394 -4.1132 -1.6933  0.472
H 4.0450 -3.3413 -0.4856  0.474
O 1.9895 4.5383 0.6263  -0.935
H 1.8510 5.1032 1.3949  0.467
H 1.7780 5.1061 -0.1232  0.468
O 1.3482 -2.6724 2.8180  -0.936
H 0.5702 -2.1178 2.6904  0.461
H 1.4391 -3.1445 1.9826  0.475
O -2.6780 4.6610 -0.6395  -0.938
H -3.1618 5.0257 -1.3891  0.465
H -2.6808 3.7104 -0.7987  0.473
O -4.4601 -0.5699 -0.2140  -0.936
H -4.9816 -1.2927 -0.5806  0.468
H -3.6583 -0.9982 0.1065  0.468

Its gap between HOMO and LUMO is 11.466 eV. The total charge is 0. The calculation puts the HOMO energy at -11.30 eV. The structure (SMILES) is O.O.O.O.O.O.O.

***

Entry R
Formula: H14O7
Source: OMol25
Level of theory: ωB97M-V with the def2-TZVPD basis set

Each line ends with the natural charge from an NBO analysis.
Element x y z (Å)
O 2.0377 0.1971 -1.7812  -0.987
H 1.2050 0.0105 -1.2751  0.512
H 1.8356 1.0164 -2.2809  0.480
O 1.7913 -0.3285 1.8378  -0.996
H 2.0917 -1.2433 2.0123  0.474
H 2.4928 0.0384 1.2039  0.512
O 3.7470 0.1602 0.1519  -0.989
H 4.3631 -0.5555 -0.0340  0.477
H 3.2525 0.2701 -0.7116  0.509
O -0.0114 -0.2114 -0.1788  -1.043
H 0.4928 -0.3103 0.6692  0.517
H -0.5679 0.6336 -0.0435  0.516
O -3.8181 0.2672 0.1231  -0.994
H -3.9784 0.0800 1.1373  0.474
H -3.2133 -0.4803 -0.1402  0.500
O -2.2544 -1.8275 -0.3468  -0.975
H -1.3551 -1.4306 -0.2430  0.516
H -2.3806 -2.0668 -1.2580  0.480
O -1.6368 1.9958 0.0946  -0.967
H -2.4933 1.5239 0.0468  0.510
H -1.6002 2.2608 1.0162  0.475

Its gap between HOMO and LUMO is 11.856 eV. The total charge is 0. The calculation puts the HOMO energy at -11.27 eV. The structure (SMILES) is O.O.O.O.O.O.O.

***

Relative energies, in eV, with the most stable structure set to zero: entry P 1.264; entry Q 1.763; entry R 0.000.

***

Entry P
Formula: C5H7N
Source: OMol25
Level of theory: ωB97M-V with the def2-TZVPD basis set

Each line ends with the natural charge from an NBO analysis.
Element x y z (Å)
C -1.7311 -0.9928 0.1566  -0.606
C -0.6204 -0.1222 -0.2921  -0.315
C 1.3698 1.0625 0.1114  -0.173
C 0.8879 -0.3740 -0.3774  -0.377
C -0.4666 1.1918 -0.2024  0.488
N 0.2255 2.2132 -0.1421  -0.484
H -1.4132 -1.6359 0.9875  0.205
H -2.5521 -0.3643 0.5150  0.220
H -2.1152 -1.6325 -0.6436  0.210
H 1.5613 1.0424 1.1845  0.203
H 2.1820 1.4868 -0.4684  0.223
H 1.2158 -1.1447 0.3378  0.209
H 1.2796 -0.6660 -1.3656  0.198

Its gap between HOMO and LUMO is 7.822 eV. The total charge is 0. The calculation puts the HOMO energy at -7.38 eV.

***

Entry Q
Formula: C5H7N
Source: OMol25
Level of theory: ωB97M-V with the def2-TZVPD basis set

Each line ends with the natural charge from an NBO analysis.
Element x y z (Å)
C 2.8759 -0.8553 -0.6562  -0.218
C 1.8078 -0.4048 -0.3330  -0.017
C 0.5020 0.2014 -0.3713  -0.170
C -0.0995 1.0891 0.6543  -0.236
N -0.5640 -0.2714 0.4841  -0.371
C -1.8246 -0.4769 -0.2018  -0.413
H 3.7662 -1.2958 -1.0310  0.233
H 0.2444 0.4424 -1.4030  0.212
H -0.6930 1.9097 0.2505  0.192
H 0.4506 1.2935 1.5684  0.212
H -1.8223 -1.4790 -0.6446  0.207
H -1.9918 0.2573 -1.0086  0.165
H -2.6407 -0.4114 0.5215  0.205

Its gap between HOMO and LUMO is 10.469 eV. The total charge is 0. The calculation puts the HOMO energy at -9.38 eV. The structure (SMILES) is C#C[C@@H]1CN1C.

***

Entry R
Formula: C5H7N
Source: OMol25
Level of theory: ωB97M-V with the def2-TZVPD basis set

Each line ends with the natural charge from an NBO analysis.
Element x y z (Å)
C 1.8399 -0.1144 -0.2702  -0.639
C 0.4119 0.1645 -0.1735  -0.133
C -0.2692 -1.0495 -0.1913  -0.106
N -1.5747 -0.7251 0.0658  -0.492
C -1.7195 0.6245 0.1810  -0.057
C -0.4918 1.2242 0.0206  -0.298
H 1.7625 -0.7396 0.7860  0.263
H 2.7371 -0.1182 -0.8705  0.261
H 2.6456 0.6851 0.6813  0.137
H -0.0665 -1.9320 -0.8047  0.217
H -2.3338 -1.3801 0.0280  0.408
H -2.6681 1.0824 0.4111  0.209
H -0.2734 2.2782 0.1364  0.230

Its gap between HOMO and LUMO is 9.035 eV. The total charge is 0. The calculation puts the HOMO energy at -8.02 eV.

***

Relative energies, in eV, with the most stable structure set to zero: entry P 1.074; entry Q 0.000; entry R 0.499.

***

Entry P
Formula: C5H7N
Source: OMol25
Level of theory: ωB97M-V with the def2-TZVPD basis set

Each line ends with the natural charge from an NBO analysis.
Element x y z (Å)
C -2.7195 0.2924 -0.0765  -0.684
C -1.3096 0.0469 -0.3801  0.024
C -0.1147 -0.0337 -0.5272  -0.065
C 1.3278 0.1129 -0.5761  -0.153
C 2.0384 0.0177 0.7274  -0.236
N 2.2777 -0.9708 -0.3127  -0.565
H -3.4044 -0.2112 -0.7631  0.234
H -2.9063 1.3698 -0.1386  0.237
H -2.9473 -0.0351 0.9433  0.235
H 1.6822 0.8211 -1.3230  0.221
H 1.4220 -0.2660 1.5793  0.197
H 2.8541 0.6976 0.9522  0.198
H 1.7996 -1.8416 -0.1049  0.357

Its gap between HOMO and LUMO is 9.993 eV. The total charge is 0. The calculation puts the HOMO energy at -9.00 eV. The structure (SMILES) is CC#C[C@H]1CN1.

***

Entry Q
Formula: C5H7N
Source: OMol25
Level of theory: ωB97M-V with the def2-TZVPD basis set

Each line ends with the natural charge from an NBO analysis.
Element x y z (Å)
C -1.2041 -0.2816 -0.5631  -0.422
C -0.5774 -0.6519 0.7268  -0.248
C 0.2066 -0.6573 -0.7736  -0.183
C 1.1925 0.3215 -0.1304  -0.146
N 0.8618 1.7005 -0.1391  -0.592
C 0.5115 0.2826 1.1405  -0.052
H -1.8734 -1.0539 -0.9368  0.227
H -1.5929 0.7221 -0.6897  0.194
H -1.1020 -1.3116 1.4365  0.238
H 0.5189 -1.3877 -1.5202  0.228
H 2.2462 0.0896 -0.1945  0.197
H -0.0700 1.8605 -0.5166  0.331
H 0.8823 0.3672 2.1602  0.229

Its gap between HOMO and LUMO is 8.877 eV. The total charge is 0. The calculation puts the HOMO energy at -8.02 eV.

***

Entry R
Formula: C5H7N
Source: OMol25
Level of theory: ωB97M-V with the def2-TZVPD basis set

Each line ends with the natural charge from an NBO analysis.
Element x y z (Å)
C 0.1530 1.3854 0.4967  0.286
C -1.3055 1.0380 0.4206  -0.486
C 0.0340 -0.9189 -0.5708  -0.477
C 1.4160 -0.3531 -0.4114  -0.246
C -0.8456 -0.3313 0.4454  -0.257
N 1.2348 0.9924 0.1095  -0.416
H -1.7156 1.3077 1.4224  0.254
H -1.7248 1.7775 -0.3441  0.262
H -0.3259 -0.5803 -1.5100  0.207
H -0.0415 -2.1284 -0.6629  0.240
H 1.9362 -0.9563 0.3932  0.199
H 2.1787 -0.3380 -1.2417  0.220
H -0.9940 -0.8948 1.4531  0.212

Its gap between HOMO and LUMO (spin up / spin down) is 7.888 / 7.886 eV. The total charge is 0. The calculation puts the HOMO energy (spin up / spin down) at -7.25 / -7.25 eV.

***

Entry S
Formula: C5H7N
Source: OMol25
Level of theory: ωB97M-V with the def2-TZVPD basis set

Each line ends with the natural charge from an NBO analysis.
Element x y z (Å)
C 2.7751 -1.0272 -0.4229  -0.224
C 1.7748 -0.3669 -0.5345  -0.018
C 0.4895 0.3012 -0.5903  -0.170
C -0.0368 1.1513 0.5198  -0.224
N -0.4696 -0.2147 0.3692  -0.377
C -1.8027 -0.5178 -0.1127  -0.416
H 3.6321 -1.6491 -0.2903  0.235
H 0.1246 0.5600 -1.5871  0.214
H -0.7240 1.9497 0.2292  0.189
H 0.5892 1.3680 1.3820  0.210
H -1.7228 -1.2698 -0.9048  0.203
H -2.3427 0.3578 -0.5069  0.171
H -2.3846 -0.9516 0.7060  0.208

Its gap between HOMO and LUMO is 10.431 eV. The total charge is 0. The calculation puts the HOMO energy at -9.31 eV. The structure (SMILES) is C#C[C@@H]1CN1C.

***

Relative energies, in eV, with the most stable structure set to zero: entry P 0.000; entry Q 2.316; entry R 1.795; entry S 0.455.

***

Entry P
Formula: C5H7N
Source: OMol25
Level of theory: ωB97M-V with the def2-TZVPD basis set

Each line ends with the natural charge from an NBO analysis.
Element x y z (Å)
C -0.8475 -0.9732 0.4816  -0.054
C -1.0926 -0.3939 -0.6862  -0.221
C -0.5636 1.0236 -0.6907  -0.526
C 0.7113 1.0760 0.1639  0.178
N 1.1610 0.1824 0.9629  -0.421
C 0.0207 -0.5711 1.3970  -0.059
H -1.3806 -0.8947 -1.6098  0.216
H -1.2687 1.7934 -0.3528  0.246
H -0.2563 1.3092 -1.7081  0.245
H 1.2899 1.9936 0.1235  0.192
H -0.0557 -0.5621 2.4768  0.214
H 0.9026 -2.1884 -0.2676  0.001
H 1.5203 -1.7770 -0.3205  -0.011

Its gap between HOMO and LUMO (spin up / spin down) is 8.793 / 8.793 eV. The total charge is 0. The calculation puts the HOMO energy (spin up / spin down) at -8.74 / -8.74 eV. The structure (SMILES) is C1=CCC=NC=1.[H][H].

***

Entry Q
Formula: C5H7N
Source: OMol25
Level of theory: ωB97M-V with the def2-TZVPD basis set

Each line ends with the natural charge from an NBO analysis.
Element x y z (Å)
C -1.6849 -0.8303 1.0538  -0.694
C -0.4917 -0.3841 0.5772  0.146
C 0.8015 -0.8735 0.2914  -0.496
C 1.4065 0.0187 -0.7165  -0.474
C 0.6169 1.2543 -0.6177  0.210
N -0.4361 0.9909 0.0864  -0.429
H -2.5388 -0.1668 1.1400  0.186
H 1.0276 -0.1444 -1.7700  0.231
H -1.8153 -1.8796 1.2829  0.213
H 1.0972 -1.9035 0.4335  0.220
H 2.4928 0.1333 -0.7818  0.247
H 0.7543 2.1744 -1.1719  0.218
H -1.2300 1.6108 0.1927  0.421

Its gap between HOMO and LUMO (spin up / spin down) is 6.089 / 6.088 eV. The total charge is 0. The calculation puts the HOMO energy (spin up / spin down) at -5.78 / -5.78 eV.

***

Entry R
Formula: C5H7N
Source: OMol25
Level of theory: ωB97M-V with the def2-TZVPD basis set

Each line ends with the natural charge from an NBO analysis.
Element x y z (Å)
C 0.5057 -0.2726 1.3923  -0.627
C -0.2221 0.2239 0.1374  -0.098
C -0.6917 -0.8208 -0.8209  -0.638
C -0.3100 1.5865 0.0681  0.076
C -0.5298 3.1272 -0.1865  0.065
N 0.1649 2.7128 0.8086  -0.330
H -0.3386 -0.5753 1.9662  0.211
H 1.0044 0.6033 1.7358  0.232
H 1.0283 -1.2159 1.1728  0.209
H -0.3415 -1.7707 -0.4522  0.213
H -0.3646 -0.6924 -1.9723  0.219
H -1.7944 -1.0099 -1.0371  0.224
H -0.5668 3.8932 -1.0231  0.243

Its gap between HOMO and LUMO is 8.709 eV. The total charge is 0. The calculation puts the HOMO energy at -8.20 eV. The structure (SMILES) is CC(C)=C1C=N1.

***

Relative energies, in eV, with the most stable structure set to zero: entry P 1.625; entry Q 0.000; entry R 1.234.